[1]
Density functional theory data (the ωB97M-V functional and the def2-TZVPD basis) for a 25-piece molecular cluster, C64H185N7O43 overall in a non-equilibrium geometry.

Values from the calculation:
Energy relative to the best compared isomer or geometry (same formula, charge and spin): 40.11 kJ/mol
Calculated total energy: -6167.5946 Eh
Frontier orbital gap: 0.3251 hartree
HOMO level: -8.7 eV

Structure (XYZ):
```
299
C64H185N7O43 the ωB97M-V functional and the def2-TZVPD basis
C -8.1982 -1.3364 -28.0714
C -8.3093 -2.1212 -26.7640
C -7.2909 -3.3144 -26.7761
O -7.7517 -4.3859 -27.6442
C -8.0007 -5.6011 -26.9864
N -8.1425 -1.1607 -25.6966
H -8.9963 -0.6109 -28.2016
H -8.2497 -2.0442 -28.9110
H -7.2092 -0.8640 -28.1916
H -9.3053 -2.5078 -26.5498
H -7.1398 -3.7219 -25.8026
H -6.2860 -2.9549 -27.1414
H -8.8836 -5.5065 -26.3029
H -7.1073 -6.0206 -26.5266
H -8.2339 -6.2710 -27.8106
H -8.1452 -1.5921 -24.8202
H -7.3918 -0.5192 -25.7515
C -15.9355 -1.6305 -24.3309
C -16.6111 -1.4233 -22.9682
C -18.1735 -1.5316 -23.1280
O -18.8309 -1.6050 -21.9404
C -20.2329 -1.5434 -22.1481
N -16.0342 -2.2819 -21.9231
H -16.1686 -2.5676 -24.8321
H -14.9042 -1.3909 -24.1996
H -16.3115 -0.9157 -25.0546
H -16.3764 -0.4472 -22.6176
H -18.3249 -2.4574 -23.7559
H -18.4340 -0.6779 -23.7613
H -20.6460 -2.2615 -22.8529
H -20.5727 -0.5621 -22.5304
H -20.8189 -1.7154 -21.2050
H -16.3225 -3.2554 -22.0130
H -16.3355 -2.0279 -21.0106
C -8.7977 -7.7475 -31.0368
C -9.1995 -6.4845 -31.8190
C -10.6975 -6.3631 -31.8516
O -11.4929 -7.4941 -32.2857
C -12.7028 -7.3520 -31.6435
N -8.5906 -5.3758 -31.1541
H -8.8701 -7.4995 -30.0042
H -7.7275 -7.9525 -31.2368
H -9.3137 -8.6552 -31.2104
H -8.7622 -6.4823 -32.8550
H -10.8452 -5.4712 -32.5277
H -11.1346 -6.0717 -30.9217
H -12.6096 -7.2284 -30.5308
H -13.2588 -8.3917 -31.7574
H -13.4033 -6.5409 -32.0732
H -8.7208 -5.3999 -30.1338
H -8.8050 -4.5289 -31.6651
C -19.1549 -13.7110 -29.9008
C -19.9922 -12.4676 -29.7088
C -20.7453 -12.5191 -28.3535
O -21.5868 -13.6385 -28.2737
C -21.8067 -14.1731 -27.0328
N -19.1372 -11.3248 -29.6916
H -18.5599 -13.7476 -30.8380
H -19.7855 -14.5823 -29.9391
H -18.4352 -13.8905 -29.0846
H -20.7582 -12.3947 -30.4732
H -21.2885 -11.5840 -28.1977
H -19.9281 -12.5715 -27.5897
H -20.7985 -14.6627 -26.6627
H -22.5260 -14.9562 -27.1118
H -22.1416 -13.4198 -26.2811
H -18.5401 -11.3658 -28.8654
H -19.7628 -10.5195 -29.5001
C -12.3653 -1.9061 -27.0675
C -12.3930 -3.4013 -26.7172
C -13.3860 -3.6089 -25.5617
O -13.6319 -4.9823 -25.3090
C -14.5203 -5.1771 -24.2274
N -12.7276 -4.1966 -27.9458
H -11.8591 -1.6460 -27.9699
H -12.0320 -1.2839 -26.2236
H -13.4172 -1.6435 -27.1860
H -11.3413 -3.6864 -26.4441
H -14.3341 -3.1973 -25.9895
H -13.1558 -3.0734 -24.6287
H -14.0289 -5.0987 -23.2273
H -14.8941 -6.1952 -24.2108
H -15.2976 -4.4114 -24.1125
H -13.7085 -4.2328 -28.1347
H -12.4788 -5.1322 -27.7019
C -14.6176 -7.7290 -28.3380
C -15.7451 -6.6678 -28.2176
C -16.9264 -7.2389 -28.9058
O -16.6752 -7.4678 -30.2827
C -17.7385 -8.0914 -31.0420
N -16.0855 -6.2915 -26.8451
H -14.3778 -8.0187 -29.3654
H -14.9101 -8.6645 -27.8509
H -13.6536 -7.5136 -27.8521
H -15.3838 -5.7489 -28.7950
H -17.7555 -6.5489 -28.7574
H -17.2493 -8.2327 -28.3986
H -17.7515 -9.1489 -30.7982
H -17.6211 -7.9414 -32.0800
H -18.6511 -7.5709 -30.7450
H -16.8198 -5.6122 -26.9963
H -15.3283 -5.6788 -26.4896
C -12.8185 -8.9750 -23.7111
C -12.8488 -7.8927 -22.6163
C -13.9741 -8.1513 -21.5979
O -13.9098 -7.2018 -20.5989
C -14.5800 -7.5264 -19.4071
N -11.5763 -7.8506 -21.9080
H -11.7567 -8.9670 -24.0011
H -13.4770 -8.8125 -24.5918
H -13.0567 -9.9956 -23.3217
H -13.0901 -6.9979 -23.1360
H -13.8536 -9.1285 -21.1395
H -14.9595 -8.0962 -22.1182
H -15.6732 -7.6279 -19.5908
H -14.5195 -6.6618 -18.7256
H -14.2266 -8.3755 -18.8308
H -11.0112 -8.6652 -22.0692
H -11.6067 -7.6026 -20.9363
C -21.9386 -7.6930 -26.2351
C -21.3734 -6.8824 -27.3195
O -20.5077 -7.4776 -28.2428
O -20.8909 -8.3749 -25.4705
H -22.5067 -8.5240 -26.6462
H -22.5068 -7.0439 -25.5665
H -20.8865 -5.9297 -26.8944
H -22.2230 -6.5233 -27.8509
H -19.9782 -8.1313 -27.7858
H -20.5644 -7.8568 -24.7274
C -21.4958 -8.7817 -31.1377
C -22.7922 -8.7605 -32.0262
O -23.7082 -7.7599 -31.7059
O -21.8154 -9.4217 -29.9118
H -21.1483 -7.7595 -31.0098
H -20.6349 -9.3943 -31.5294
H -23.2617 -9.7632 -31.8968
H -22.4510 -8.5669 -33.0462
H -23.7561 -7.6997 -30.7581
H -21.4908 -8.8070 -29.2645
C -11.9780 -14.1204 -30.8514
C -11.1044 -12.8876 -30.8287
O -10.2581 -13.0119 -31.9743
O -12.8527 -14.1120 -29.7434
H -11.4288 -15.0313 -30.8403
H -12.6017 -14.1457 -31.7563
H -10.5336 -12.8989 -29.8862
H -11.6459 -11.9944 -30.8603
H -9.9128 -12.1228 -32.2539
H -13.4585 -13.3289 -29.7734
C -10.8091 -4.6661 -23.5812
C -9.8615 -3.9537 -22.6046
O -8.4814 -3.9145 -23.2605
O -10.4574 -6.0349 -23.8199
H -10.6626 -4.0559 -24.4694
H -11.8484 -4.6202 -23.2287
H -9.7337 -4.4815 -21.6436
H -10.1414 -2.9304 -22.4002
H -8.3193 -4.8191 -23.5811
H -10.6309 -6.6002 -23.0543
C -11.2448 -7.9238 -26.4816
C -10.9017 -8.5203 -27.8476
O -10.5478 -9.9085 -27.8990
O -10.2161 -8.1989 -25.5840
H -12.1317 -8.3373 -26.1657
H -11.3473 -6.8579 -26.7355
H -10.0045 -7.9573 -28.1418
H -11.7313 -8.4377 -28.5538
H -9.8553 -10.1265 -27.2307
H -10.0104 -7.4515 -25.0663
C -12.7584 -10.2016 -34.5184
C -13.4031 -9.0332 -35.2454
O -12.5353 -8.9088 -36.3551
O -13.4095 -10.3302 -33.2488
H -11.6855 -10.1287 -34.3969
H -12.8642 -11.1228 -35.1113
H -13.3655 -8.1910 -34.5873
H -14.4376 -9.3515 -35.4279
H -12.7496 -8.1845 -36.9766
H -14.1621 -10.8882 -33.4763
C -16.3145 -9.7343 -24.7696
C -17.7790 -10.0992 -25.1594
O -18.2607 -9.5135 -26.3513
O -16.3190 -8.2929 -24.4665
H -15.5717 -9.9113 -25.6526
H -15.9163 -10.3310 -23.9135
H -18.3371 -9.7357 -24.2867
H -17.8899 -11.2113 -25.2678
H -19.1873 -9.3170 -26.1727
H -16.1315 -7.8179 -25.3044
C -15.8772 -13.1502 -34.6223
C -14.7639 -13.3051 -35.6655
O -14.8307 -12.5691 -36.8696
O -15.7817 -11.8539 -33.9335
H -15.8303 -13.9433 -33.8670
H -16.8052 -13.2260 -35.2119
H -14.8980 -14.3918 -35.9688
H -13.7687 -13.1359 -35.2147
H -15.1058 -11.6528 -36.7269
H -16.4956 -11.7513 -33.2880
C -16.4410 -9.7465 -38.8245
C -16.8613 -8.8589 -39.9599
O -18.1066 -8.3701 -39.8264
O -16.8038 -9.0199 -37.6433
H -15.3845 -10.0297 -38.8723
H -17.0357 -10.6532 -38.7359
H -16.8634 -9.5191 -40.8531
H -16.0598 -8.1475 -39.9955
H -18.3038 -8.2257 -38.9232
H -17.1548 -9.6728 -37.0143
C -12.2932 -12.1577 -25.6629
C -11.9969 -13.3387 -26.5576
O -13.2129 -13.9470 -27.0173
O -13.1448 -11.1932 -26.3591
H -11.3458 -11.7162 -25.3964
H -12.6749 -12.4972 -24.6578
H -11.3987 -14.1042 -26.0221
H -11.4006 -13.0153 -27.3703
H -12.9665 -14.3317 -27.9158
H -12.7369 -11.1037 -27.2385
C -14.1409 -2.7267 -31.2671
C -13.2606 -3.9448 -31.2553
O -12.0631 -3.6298 -30.6255
O -14.4884 -2.3131 -29.9073
H -15.0943 -2.9868 -31.7608
H -13.6790 -1.9265 -31.8227
H -13.0302 -4.2539 -32.3234
H -13.7707 -4.8163 -30.8353
H -12.1863 -3.9180 -29.6938
H -13.7642 -2.0595 -29.4155
C -20.6504 -6.1779 -34.4580
C -21.4132 -5.1248 -33.7364
O -20.6609 -4.0458 -33.2382
O -19.6475 -6.8582 -33.5677
H -20.2496 -5.8843 -35.4381
H -21.3219 -7.0284 -34.5926
H -21.8126 -5.6382 -32.8545
H -22.2412 -4.7403 -34.3501
H -19.7109 -4.2720 -33.2643
H -19.2312 -6.1316 -33.0831
C -18.7876 -9.9498 -34.4957
C -19.1978 -10.9299 -33.4533
O -18.0775 -11.3137 -32.6090
O -17.8038 -10.4987 -35.4172
H -18.4645 -9.0207 -34.0725
H -19.7057 -9.7348 -35.0899
H -19.6104 -11.8164 -34.0177
H -20.0058 -10.5618 -32.8109
H -18.3952 -11.4251 -31.6719
H -16.9766 -10.5414 -34.9206
C -15.7930 -6.3339 -33.7693
C -16.4184 -6.7555 -35.0149
O -15.5044 -6.6513 -36.0301
O -15.5474 -4.9323 -33.7993
H -14.8184 -6.8222 -33.5640
H -16.3379 -6.5319 -32.8795
H -17.3304 -6.1906 -35.1964
H -16.7520 -7.8244 -34.8250
H -15.8988 -7.2992 -36.6334
H -14.8198 -4.8422 -34.4437
C -19.6188 -4.4176 -30.3150
C -18.2510 -4.2012 -30.9541
O -18.2048 -4.5332 -32.3375
O -20.2914 -3.2273 -30.2684
H -19.3383 -4.7027 -29.2977
H -20.1346 -5.2358 -30.8309
H -17.4208 -4.7960 -30.5101
H -17.9811 -3.1068 -30.8231
H -17.3997 -4.0618 -32.7313
H -20.7658 -3.2515 -31.1132
C -14.8476 -10.7344 -30.4154
C -15.2126 -11.3843 -29.0714
O -14.0367 -12.0056 -28.6200
O -14.2989 -11.7505 -31.2039
H -14.1433 -9.9358 -30.1771
H -15.7389 -10.4029 -30.9270
H -16.0200 -12.1137 -29.3047
H -15.6460 -10.6826 -28.3771
H -14.0409 -12.5438 -27.7656
H -13.7161 -11.3698 -31.8923
C -17.8264 -6.3968 -22.1075
C -18.4914 -6.0391 -23.4208
O -19.7384 -6.5958 -23.5249
O -18.6448 -5.8398 -21.0752
H -16.8325 -5.9771 -22.0772
H -17.7063 -7.4747 -22.0900
H -17.8959 -6.3048 -24.3182
H -18.6638 -4.9608 -23.4180
H -20.2741 -6.3026 -22.8016
H -18.4841 -6.3368 -20.2645
C -17.5516 -2.4023 -27.8849
C -18.4952 -3.0964 -26.9026
O -19.6232 -2.3690 -26.5222
O -16.5812 -3.3170 -28.2566
H -17.2181 -1.5006 -27.3165
H -18.1288 -2.0479 -28.7793
H -18.0268 -3.1865 -25.9086
H -18.7239 -4.1084 -27.3210
H -20.1785 -2.2213 -27.2657
H -15.9552 -2.8877 -28.8975
```

=====

[2]
Density functional theory data (the ωB97M-V functional and the def2-TZVPD basis) for one molecule with the formula C6H8N2 in a non-equilibrium geometry.

Values from the calculation:
Energy relative to the best compared isomer or geometry (same formula, charge and spin): 204.18 kJ/mol
SMILES string: C=C/C(C#N)=C(\C)N
Calculated total energy: -342.8562 Eh
Frontier orbital gap: 0.3200 hartree
HOMO level: -8.0 eV

Structure (XYZ):
```
16
C6H8N2 the ωB97M-V functional and the def2-TZVPD basis
C 1.9061 -0.9564 0.1745
C 0.9370 0.1979 -0.0189
C -0.4363 0.2445 -0.0298
C -1.3249 -0.9376 -0.0767
C -2.5957 -0.8443 -0.0470
C -1.0135 1.6079 -0.0256
H 1.6500 -1.6968 -0.6028
H 1.8459 -1.4623 1.1348
H 3.0016 -0.7491 -0.1704
H 2.4416 1.6117 -0.1495
H 0.6887 2.2568 -0.0524
H -0.9006 -1.9284 0.1448
H -3.3363 -1.6469 -0.0766
H -3.0468 0.0689 -0.1734
N 1.4407 1.4709 -0.2393
N -1.2576 2.7633 0.2082
```

=====

[3]
Density functional theory data (the ωB97M-V functional and the def2-TZVPD basis) for one molecule with the formula C5H8O2.

Values from the calculation:
Energy relative to the best compared isomer or geometry (same formula, charge and spin): 665.60 kJ/mol
Calculated total energy: -345.5514 Eh
Frontier orbital gap: 0.2892 hartree
HOMO level: -7.1 eV

Structure (XYZ):
```
15
C5H8O2 the ωB97M-V functional and the def2-TZVPD basis
O -1.6272 0.7813 1.5943
C -0.4294 0.4025 0.9674
C -0.2131 -1.1030 0.8587
C 1.2645 -0.7301 -0.6902
C 1.0480 0.7290 -1.0797
C -0.3638 0.5761 -0.5585
O -0.3778 -0.8761 -0.8622
H -2.3643 0.3708 1.1249
H 0.3683 0.9205 1.5020
H 0.5999 -1.5590 1.4271
H -1.1301 -1.6974 0.9464
H 1.7090 -1.3585 -1.4708
H 1.6694 1.4891 -0.5920
H 1.0334 0.9072 -2.1648
H -1.1868 1.1476 -1.0024
```

=====

[4]
Density functional theory data (the ωB97M-V functional and the def2-TZVPD basis) for C26H65N4Na4O13S as an isolated structure in a non-equilibrium geometry.

Values from the calculation:
Charge: +1
Calculated total energy: -3273.8446 Eh
Frontier orbital gap: 0.2158 hartree
HOMO level: -8.9 eV

Structure (XYZ):
```
113
C26H65N4Na4O13S the ωB97M-V functional and the def2-TZVPD basis
Na 0.6118 -2.4784 4.2707
Na -0.9416 -4.4055 1.3350
Na -1.9309 -2.7342 -3.0605
Na -3.8412 -2.1588 0.5301
S -2.8260 -3.0387 3.7879
O -1.4803 -3.1109 4.3415
O -3.4521 -4.2793 4.2352
O -3.5282 -1.9194 4.3256
O -2.8336 -3.0801 2.3005
C 0.5228 -1.7067 0.9065
C -0.5207 -1.4182 -0.2123
O -1.2927 -2.5499 -0.6211
H 1.3466 -2.3486 0.5945
H -0.0950 -2.1432 1.6913
H 1.0249 -0.8471 1.3505
H 0.0415 -0.9529 -1.0220
H -1.2203 -0.7090 0.2301
C -3.3522 -3.4597 -5.8082
O -2.0327 -2.9363 -5.5126
C -1.7485 -1.7149 -6.1516
C -2.4636 -0.4716 -5.5662
N -2.0829 -0.2811 -4.1167
C -0.5931 -0.2163 -3.8843
C 0.1990 0.8663 -4.7138
O -0.1879 2.2486 -4.4773
C 0.8101 3.2731 -4.8807
H -3.6755 -3.3477 -6.8431
H -4.2046 -3.0311 -5.2811
H -3.4586 -4.5245 -5.6013
H -2.0445 -1.6699 -7.1996
H -0.6653 -1.6672 -6.0398
H -3.5459 -0.5804 -5.6371
H -2.3612 0.4092 -6.2001
H -2.5525 0.5847 -3.8934
H -0.1287 -1.1911 -4.0331
H -0.2986 0.1135 -2.8880
H 0.1694 0.7166 -5.7931
H 1.2472 0.7038 -4.4629
H 1.5101 3.4510 -4.0644
H 0.3052 4.2223 -5.0597
H 1.3706 3.0964 -5.7988
C -7.1656 1.2038 3.5494
O -6.2827 1.4511 2.4032
C -4.9891 0.9294 2.6496
C -3.9569 1.2763 1.5428
N -4.3632 0.4678 0.3659
C -3.6486 0.8662 -0.8952
C -3.8223 2.4033 -1.1471
O -3.2992 2.6055 -2.4123
C -3.0914 3.9765 -2.7323
H -7.3447 0.1357 3.6724
H -8.0779 1.7530 3.3166
H -6.7787 1.6263 4.4768
H -5.0958 -0.1541 2.7022
H -4.5340 1.1445 3.6164
H -3.0209 0.7884 1.8148
H -3.7998 2.3515 1.4575
H -5.3641 0.5929 0.3147
H -3.9171 0.2050 -1.7191
H -2.6087 0.5779 -0.7417
H -3.2663 3.0607 -0.4786
H -4.8785 2.5750 -0.9396
H -4.0533 4.4891 -2.7411
H -2.8212 4.2445 -3.7537
H -2.4129 4.5333 -2.0860
C 4.1077 -1.7471 3.7769
O 2.9770 -1.1256 4.4912
C 2.7681 0.2620 4.2268
C 1.3959 0.7629 4.7607
N 0.3944 0.0367 4.0126
C -0.9412 0.5712 4.4365
C -1.1332 2.0644 4.2475
O -1.0231 2.5162 2.8605
C -1.4938 3.8666 2.7526
H 4.4531 -2.6987 4.1811
H 4.9589 -1.0973 3.5738
H 3.7830 -1.9444 2.7553
H 2.9633 0.4676 3.1743
H 3.5003 0.8834 4.7424
H 1.2559 1.8372 4.6409
H 1.3845 0.2932 5.7442
H 0.4967 0.2017 3.0214
H -1.2323 0.3674 5.4670
H -1.5925 -0.0044 3.7788
H -0.5963 2.6217 5.0151
H -2.1626 2.2437 4.5576
H -1.3716 4.2067 1.7242
H -1.0853 4.5871 3.4612
H -2.5678 3.9663 2.9093
C 3.6808 -3.6144 -1.1120
O 4.5237 -3.1126 -2.1428
C 4.4339 -1.7109 -2.1921
C 5.3530 -0.9644 -1.1399
N 6.7698 -1.2341 -1.2788
C 7.5238 -1.0856 -0.0729
C 7.7124 0.2960 0.6829
O 6.4421 0.7530 1.1986
C 6.4687 2.0828 1.7409
H 2.6271 -3.3395 -1.1597
H 4.0453 -3.5387 -0.0876
H 3.6931 -4.6876 -1.3027
H 3.4118 -1.3767 -2.0141
H 4.5254 -1.1871 -3.1436
H 5.0427 -1.3204 -0.1575
H 5.1251 0.1010 -1.1728
H 6.7172 -2.1257 -1.7503
H 8.4901 -1.4472 -0.4243
H 7.2039 -1.8806 0.6008
H 8.1379 1.0855 0.0635
H 8.3033 0.0954 1.5766
H 5.4603 2.4964 1.7307
H 7.0771 2.7705 1.1535
H 6.7847 1.9893 2.7800
```